This record from OMol25 describes a structure of composition C24H31MgN9O3PS. The level of theory is ωB97M-V/def2-TZVPD.

CARTESIAN COORDINATES (ANGSTROEM)
Mg 0.04497 2.53331 0.01239
C 4.91272 0.36638 -0.13736
N 4.02354 1.51332 -0.11914
C 4.39687 2.82932 -0.02224
C 3.24035 3.55270 -0.02146
N 2.17623 2.70088 -0.11758
C 2.67206 1.46731 -0.17188
P 1.53745 -0.05656 -0.21548
C 0.84983 0.51003 1.39182
N 0.34884 1.67634 1.76636
C 0.09033 1.58623 3.10711
C 0.45833 0.35396 3.54808
N 0.93953 -0.32356 2.45797
C 1.39849 -1.70089 2.44015
C 0.77618 0.68370 -1.71443
N 0.10312 1.81429 -1.83465
C -0.23072 1.94458 -3.15629
C 0.26069 0.88078 -3.84333
N 0.90352 0.08695 -2.92251
C 1.56087 -1.16472 -3.24223
H 5.93948 0.71411 -0.20585
H 4.79575 -0.22397 0.77110
H 4.69131 -0.27211 -0.99061
H 5.42609 3.13559 0.04529
H 3.10985 4.61965 0.04295
H -0.32990 2.41457 3.65031
H 0.43782 -0.09025 4.52736
H 1.04515 -2.21515 3.32962
H 1.00082 -2.20774 1.56457
H 2.48766 -1.74424 2.41077
H -0.79329 2.79091 -3.51046
H 0.22793 0.62041 -4.88641
H 2.29653 -1.00855 -4.03012
H 2.06140 -1.55017 -2.35843
H 0.83134 -1.89983 -3.58146
C -4.94227 1.32458 -1.27867
N -4.31037 1.56430 0.01365
C -5.12947 1.48747 1.21734
C -3.09747 2.02767 0.07412
N -2.00722 2.41222 0.12704
H -5.54551 0.42043 -1.21879
H -4.17996 1.18051 -2.04004
H -5.58575 2.16217 -1.55937
H -5.71322 0.56880 1.19452
H -5.81155 2.33902 1.27999
H -4.49098 1.47207 2.09676
C 0.10782 7.18651 0.06423
C 0.00850 5.74576 0.08922
N -0.08554 4.60565 0.10848
H -0.88571 7.62435 0.15085
H 0.55866 7.50946 -0.87316
H 0.72248 7.53309 0.89371
C 0.25464 -7.29661 0.72481
C -0.27403 -5.90735 0.49767
C 0.40442 -5.01593 -0.32974
C -0.07686 -3.73186 -0.53182
C -1.23515 -3.31855 0.10795
C -1.93312 -4.19557 0.92112
C -1.45364 -5.48241 1.10583
S -1.74215 -1.61712 -0.05289
O -2.34451 -1.22831 1.20108
O -2.56239 -1.45973 -1.22770
O -0.42785 -0.89352 -0.24722
H 1.25941 -7.40163 0.31954
H -0.38545 -8.03540 0.23961
H 0.27967 -7.53378 1.78858
H 1.32292 -5.32317 -0.81564
H 0.44846 -3.03364 -1.16662
H -2.83898 -3.85326 1.40464
H -1.99899 -6.17384 1.73699

Its relative energy (zero: lowest compared OMol25 entry of this formula, charge and spin) is 1.3822 eV. As for the highest occupied orbital energy: -10.73 eV. As for the total charge: +1. The calculation puts the LUMO energy at -0.0719 Ha.

=====

This record from OMol25 describes a structure of composition C20H39AsF6N5OS2SbSi2Ti. The level of theory is ωB97M-V/def2-TZVPD.

CARTESIAN COORDINATES (ANGSTROEM)
Ti 0.69285 -0.21650 -0.39942
C -1.05831 -2.16132 4.13607
C 0.17107 -1.40020 3.82448
N 0.96463 -0.82584 4.66723
N 1.90435 -0.19956 3.89379
C 1.71174 -0.35812 2.58873
S 2.57509 0.25131 1.26707
N 0.61408 -1.15640 2.53703
N 0.04379 -1.54603 1.32793
H -1.17227 -2.21284 5.21504
H -1.00956 -3.17416 3.73395
H -1.92665 -1.65286 3.71181
H 2.62463 0.35459 4.32697
H -0.96114 -1.34360 1.33939
H 0.20562 -2.53544 1.15289
C -0.90360 0.21426 -4.24048
C -2.16048 -0.20796 -3.49615
S -1.80161 -1.50935 -2.31556
O -1.01324 -0.80700 -1.20476
C -3.41856 -1.69247 -1.55183
C -4.41970 -2.39082 -2.45860
H -1.15697 1.00144 -4.94974
H -0.46349 -0.61811 -4.78877
H -0.15075 0.59736 -3.55280
H -2.90276 -0.63776 -4.17241
H -2.61130 0.60838 -2.92845
H -3.72746 -0.69483 -1.23900
H -3.21036 -2.27769 -0.65517
H -4.68064 -1.78415 -3.32449
H -5.33660 -2.56900 -1.89913
H -4.04910 -3.35593 -2.80493
C 0.20324 -4.39303 -0.64809
Si 1.53518 -4.00929 -1.92964
C 0.92401 -4.51598 -3.62155
C 3.05187 -5.00233 -1.47293
As 1.97189 -1.71685 -1.91477
Si 4.27752 -1.35900 -2.00640
C 4.93004 -2.09189 -3.59875
C 5.19539 -2.06865 -0.54096
C 4.48295 0.50584 -2.04444
H -0.20150 -5.39566 -0.80659
H -0.63276 -3.68865 -0.68131
H 0.63956 -4.39098 0.35640
H 0.72600 -5.59006 -3.65956
H 1.66593 -4.28050 -4.38670
H 0.00341 -3.98765 -3.87855
H 2.81156 -6.06855 -1.50243
H 3.39571 -4.76005 -0.46627
H 3.87878 -4.83064 -2.16343
H 4.79107 -3.17374 -3.63511
H 6.00046 -1.89169 -3.69326
H 4.42543 -1.65970 -4.46449
H 5.15149 -3.15783 -0.53103
H 4.77882 -1.69844 0.39699
H 6.24849 -1.77803 -0.58526
H 3.94064 0.94499 -2.88457
H 5.54154 0.75417 -2.15677
H 4.12746 0.97267 -1.12290
F -0.45246 0.93509 0.98752
Sb -2.35607 1.42631 1.31358
F -1.84396 3.21686 1.41814
F -2.48622 1.54588 -0.56567
F -4.17243 1.75328 1.54575
F -2.63985 -0.46777 1.20842
F -1.95367 1.14510 3.12565
N 0.98535 1.69741 -1.31353
C 1.05254 2.72630 -1.81678
C 1.11003 4.02169 -2.40981
C 2.20019 4.37570 -3.20481
C 2.23312 5.64016 -3.76328
C 1.19367 6.53135 -3.52597
C 0.11298 6.17147 -2.73007
C 0.06147 4.91093 -2.16438
H 3.00292 3.67014 -3.37235
H 3.07017 5.93358 -4.38120
H 1.22823 7.51961 -3.96471
H -0.68709 6.87534 -2.54832
H -0.76582 4.61054 -1.53477

Its relative energy (zero: lowest compared OMol25 entry of this formula, charge and spin) is 0.0000 eV. As for the highest occupied orbital energy (alpha / beta): -9.89 / -9.92 eV. As for the total charge: +1. As for the spin multiplicity: 2. The calculation puts the LUMO energy (alpha / beta) at -0.1142 / -0.1061 Ha.

=====

This record from OMol25 describes a structure of composition H26O13. The level of theory is ωB97M-V/def2-TZVPD.

CARTESIAN COORDINATES (ANGSTROEM)
O -2.82590 0.33333 0.13946
H -3.59790 0.45433 -0.39654
H -3.00590 -0.52767 0.21246
O 3.30710 0.63833 -1.66754
H 2.47110 0.63633 -2.21254
H 3.16310 1.32233 -0.95354
O -1.81890 0.07033 2.62746
H -2.05590 0.14433 1.66746
H -1.34290 0.82933 2.52746
O -2.71490 -2.60367 -0.05054
H -3.01390 -3.36167 -0.38754
H -1.84690 -2.48567 -0.22954
O 3.40010 -1.14567 -1.37154
H 3.34410 -0.40267 -1.90054
H 2.89610 -1.26867 -0.37754
O -0.08690 -1.88567 3.08446
H -0.88490 -1.74067 2.73146
H -0.02890 -2.78167 2.87146
O 0.99710 -0.16267 -2.85954
H 0.75310 0.10333 -3.79554
H 0.41610 0.30033 -2.52854
O -0.18390 2.15033 2.59046
H -0.54890 3.04733 2.99446
H -0.10790 2.32833 1.63046
O 0.64410 -0.25367 0.05946
H 0.01010 -0.47967 0.57046
H 0.65910 0.71733 0.04346
O -0.78790 2.87933 0.22846
H -1.53990 3.44433 0.05946
H 0.05510 3.18033 0.11546
O -0.77490 1.89833 -2.15454
H -1.17790 2.25033 -1.42454
H -0.13790 2.56133 -2.09254
O -0.10990 -2.21267 -1.21754
H 0.62910 -2.73967 -1.12454
H -0.03090 -1.29367 -1.43454
O 2.33610 -1.26867 1.32646
H 1.67710 -0.70667 0.91646
H 1.86510 -1.96867 1.78246

Its relative energy (zero: lowest compared OMol25 entry of this formula, charge and spin) is 12.5657 eV. As for the highest occupied orbital energy: -7.19 eV. As for the total charge: 0. The calculation puts the LUMO energy at -0.0381 Ha.

=====

This record from OMol25 describes an isolated molecule of C18H18N2O5. The level of theory is ωB97M-V/def2-TZVPD.

CARTESIAN COORDINATES (ANGSTROEM)
O -0.22992 0.57938 -1.69842
O 2.15572 3.46354 0.57322
O 0.29917 -1.28109 0.94800
O 2.05783 0.38802 -1.87852
O 3.05190 2.33358 -1.23023
C 0.90671 0.66375 -1.21623
C 2.10210 2.58595 -0.30648
C -0.76437 -0.67861 1.13120
C 0.21921 1.69904 1.09436
C 1.10982 1.58018 -0.02964
C -0.88995 0.80968 1.35666
C -1.95570 1.13523 2.03790
C -3.18081 -3.57798 0.73869
C -4.11904 -3.10895 1.65191
C -2.08052 -2.71250 0.47669
C -3.99452 -1.90466 2.23503
C -1.91333 -1.54705 1.19224
C -2.89217 -1.12725 2.08442
N -2.84815 0.18229 2.57937
N -2.25574 2.40786 2.41328
C -2.70204 3.34871 1.37067
C -1.94454 2.74646 3.82378
C 3.99489 0.07432 -0.36672
C 4.13442 0.85073 -2.81254
C 3.24260 0.97956 -1.53219
H 0.40314 2.48999 1.73645
H -3.28016 -4.55640 0.25123
H -5.04648 -3.69010 1.62323
H -1.20252 -3.09129 -0.15645
H -4.75235 -1.56971 2.83288
H -3.76818 0.65439 2.68463
H -3.78461 3.20095 1.09557
H -2.14433 3.16568 0.39302
H -2.64022 4.44946 1.62528
H -1.29759 2.15012 4.31820
H -2.85679 2.91740 4.43272
H -1.35657 3.67357 3.78726
H 4.63196 0.81256 0.19894
H 4.55714 -0.69654 -0.73314
H 3.15306 -0.46972 0.17818
H 4.28000 -0.21761 -2.96397
H 3.58298 1.12318 -3.75029
H 5.07384 1.40791 -2.83841

Its relative energy (zero: lowest compared OMol25 entry of this formula, charge and spin) is 4.7172 eV. As for the highest occupied orbital energy: -8.42 eV. As for the total charge: 0. Its structure (SMILES) is CN(C)c1[nH]c2ccccc2c(=O)c1C=C1C(=O)OC(C)(C)OC1=O. The calculation puts the LUMO energy at -0.0250 Ha.

=====

This record from OMol25 describes a structure of composition C20H20CdN6O6. The level of theory is ωB97M-V/def2-TZVPD.

CARTESIAN COORDINATES (ANGSTROEM)
Cd -0.10907 -0.03851 -0.01077
N -3.02951 1.01218 1.54166
O -2.10037 0.44291 0.85323
O -2.69127 1.73263 2.49079
O -4.18861 0.67917 1.34445
N 3.03694 -1.20475 -0.81814
O 3.80963 -0.95438 -1.74702
O 3.26846 -2.06360 0.03498
O 1.92363 -0.54698 -0.73734
N -0.69778 -2.12114 -0.29898
C -1.37741 -2.80136 0.60858
C -1.85687 -4.08766 0.40960
C -1.57364 -4.72741 -0.79478
C -0.91187 -3.99194 -1.76777
C -0.44698 -2.72780 -1.46563
H -1.55101 -2.30665 1.55875
H -2.46400 -4.54087 1.18057
H -1.90837 -5.74453 -0.94575
H -0.67769 -4.45760 -2.71757
H 0.11822 -2.17275 -2.20445
N -0.80616 0.54079 -2.17785
C 0.08276 1.18483 -2.90384
C 0.00882 1.27496 -4.28223
C -1.06268 0.68917 -4.92562
C -2.04415 0.09301 -4.16479
C -1.87508 0.05961 -2.79348
H 0.94747 1.60990 -2.40575
H 0.73507 1.84487 -4.84308
H -1.06711 0.65611 -6.00888
H -2.92679 -0.34577 -4.60713
H -2.65925 -0.32620 -2.14749
N 0.52793 2.06962 0.26422
C -0.39478 3.03212 0.17784
C -0.12480 4.37360 0.33165
C 1.18136 4.75559 0.62565
C 2.14293 3.76313 0.74714
C 1.76931 2.44676 0.53846
H -1.39679 2.71076 -0.08734
H -0.90158 5.10224 0.15641
H 1.40835 5.80250 0.78861
H 3.18935 3.97532 0.91517
H 2.55026 1.69194 0.53723
N 0.58131 -0.40568 2.19470
C 1.26932 -1.49522 2.48703
C 1.88606 -1.71462 3.71219
C 1.78206 -0.73348 4.68591
C 1.08510 0.42939 4.37910
C 0.45742 0.51961 3.14269
H 1.39511 -2.23727 1.70689
H 2.47570 -2.60876 3.85090
H 2.35771 -0.79098 5.60386
H 0.99884 1.25901 5.06669
H -0.14548 1.39418 2.92072

Its relative energy (zero: lowest compared OMol25 entry of this formula, charge and spin) is 0.0000 eV. As for the highest occupied orbital energy: -8.69 eV. As for the total charge: 0. The calculation puts the LUMO energy at 0.0063 Ha.

=====

Q: Which value of relative energy (zero: lowest compared OMol25 entry of this formula, charge and spin) does entry 1 give?
A: 1.3822 eV